<i>
Molecular formula: C6H10N2O2
Method: DFT, ωB97M-V with the def2-TZVPD basis set

Computed properties:
Gap between HOMO and LUMO   0.366 Eh
2S+1   1
SMILES   C[C@H]1OC[C@H]2N[C@]21C(N)=O

```
20
Properties=species:S:1:pos:R:3:lowdin_charge:R:1
C -0.919 -1.949 0.834 -0.019
C -0.684 -0.835 -0.164 -0.327
O -1.901 -0.135 -0.396 -0.087
C -1.628 1.204 -0.774 -0.140
C -0.321 1.547 -0.096 -0.192
N -0.268 1.134 1.295 0.142
C 0.293 0.247 0.281 -0.309
C 1.784 0.086 0.250 -0.463
N 2.353 -0.163 -0.940 0.152
H -1.132 -1.530 1.826 0.092
H -1.767 -2.570 0.517 0.086
H -0.030 -2.590 0.900 0.085
H -0.329 -1.256 -1.124 0.149
H -1.507 1.297 -1.867 0.126
H -2.470 1.830 -0.451 0.131
H 0.286 2.384 -0.441 0.155
H 0.503 1.612 1.762 0.108
O 2.467 0.300 1.252 0.081
H 2.117 -1.018 -1.427 0.106
H 3.152 0.406 -1.236 0.124
```

***

<ii>
Molecular formula: C6H10N2O2
Method: DFT, ωB97M-V with the def2-TZVPD basis set

Computed properties:
Gap between HOMO and LUMO   0.332 Eh
2S+1   1
SMILES   [H]/N=C(/N)C=O.C=C(C)C=O

```
20
Properties=species:S:1:pos:R:3:lowdin_charge:R:1
C -2.312 0.351 -0.197 -0.053
C -1.264 -0.623 0.237 -0.330
C 1.235 0.769 -1.316 -0.206
C -0.948 -0.863 1.511 0.109
O 0.402 1.517 -1.754 0.062
H 1.866 0.139 -1.973 0.130
H -2.797 0.809 0.661 0.083
H -1.859 1.138 -0.801 0.071
H -3.062 -0.146 -0.812 0.085
H -1.434 -0.356 2.327 0.077
H -0.193 -1.590 1.763 0.075
C 1.723 0.810 0.162 -0.498
N 2.399 -0.293 0.545 0.126
C -0.534 -1.315 -0.835 -0.248
N 1.500 1.803 0.919 0.137
O 0.468 -1.990 -0.685 0.016
H 2.119 -1.176 0.108 0.078
H 2.707 -0.307 1.505 0.105
H 0.986 2.556 0.468 0.047
H -1.003 -1.234 -1.833 0.138
```

***

<iii>
Molecular formula: C6H10N2O2
Method: DFT, ωB97M-V with the def2-TZVPD basis set

Computed properties:
Gap between HOMO and LUMO   0.349 Eh
2S+1   1
SMILES   CNC1=CC(=O)N2C[C@@H]12.O

```
20
Properties=species:S:1:pos:R:3:lowdin_charge:R:1
C -1.115 1.719 -0.758 -0.080
N -2.398 1.080 -0.497 -0.073
C -3.564 1.831 -0.464 -0.233
C -3.687 3.193 -0.719 0.047
C -5.027 3.469 -1.150 -0.449
O -5.535 4.523 -1.515 0.069
N -5.793 2.239 -1.163 0.046
C -5.365 1.318 -2.220 -0.044
C -4.863 1.176 -0.827 -0.209
H -0.369 0.944 -0.961 0.089
H -1.180 2.397 -1.620 0.089
H -0.808 2.281 0.134 0.090
H -2.496 0.150 -0.892 0.146
H -2.907 3.947 -0.640 0.117
H -6.125 0.622 -2.578 0.110
H -4.676 1.705 -2.975 0.128
H -5.218 0.357 -0.198 0.151
H -2.541 0.803 1.427 0.119
O -3.357 1.122 2.102 -0.136
H -3.237 2.048 2.329 0.023
```

***

The relative energies come out as <i> 0.0000; <ii> 0.0081; <iii> 0.0326, with values in hartree.

***

<i>
Molecular formula: C3H6NO3
Method: DFT, ωB97M-V with the def2-TZVPD basis set

Computed properties:
Net charge   +1
Gap between HOMO and LUMO   0.357 Eh
2S+1   1
SMILES   [NH3+][C@@H]1[C@]2(O)O[C@]12O

```
13
Properties=species:S:1:pos:R:3:lowdin_charge:R:1
C -0.218 -0.015 0.424 -0.036
C 1.086 0.445 -0.059 -0.263
C 0.888 -0.959 -0.094 -0.382
N -1.606 0.333 -0.091 0.243
O 1.122 -0.327 -1.304 0.130
O 2.101 1.439 0.275 0.093
O 1.363 -2.146 0.387 0.135
H -0.157 -0.113 1.537 0.191
H -1.570 0.385 -1.114 0.171
H -1.919 1.308 0.180 0.207
H -2.294 -0.437 0.073 0.197
H 2.437 1.818 -0.556 0.125
H 2.318 -2.134 0.035 0.189
```

***

<ii>
Molecular formula: C3H6NO3
Method: DFT, ωB97M-V with the def2-TZVPD basis set

Computed properties:
Net charge   +1
Gap between HOMO and LUMO   0.408 Eh
2S+1   1
SMILES   [NH3+][C@@]1(O)COC1=O

```
13
Properties=species:S:1:pos:R:3:lowdin_charge:R:1
C -0.601 -0.883 -1.126 -0.426
C 1.011 0.462 -0.947 0.019
C -0.162 0.053 0.113 -0.237
N 0.231 -0.325 1.499 0.271
O -1.465 -1.670 -1.214 0.227
O 0.381 -0.448 -1.895 0.100
O -1.286 1.074 0.293 0.001
H 1.176 1.543 -1.324 0.178
H 1.972 0.074 -0.651 0.117
H 1.265 -0.326 1.468 0.183
H -0.302 -1.138 1.785 0.181
H -0.062 0.554 2.143 0.256
H -2.157 1.031 -0.144 0.130
```

***

The relative energies come out as <i> 0.0710; <ii> 0.0000, with values in hartree.

***

<i>
Molecular formula: C5H10FN
Method: DFT, ωB97M-V with the def2-TZVPD basis set

Computed properties:
Gap between HOMO and LUMO (alpha / beta)   0.326 / 0.326 Eh
2S+1   1

```
17
Properties=species:S:1:pos:R:3:lowdin_charge:R:1
C 0.620 -0.695 0.279 -0.412
C -0.278 0.536 -0.032 -0.270
C 0.049 -2.115 0.344 -0.039
C 0.141 1.790 0.595 -0.079
C -1.402 0.482 -0.909 -0.073
N 1.391 -0.313 -0.836 0.059
F 2.502 0.360 -0.388 -0.102
H 1.238 -0.515 1.145 0.130
H -0.891 -1.997 0.831 0.061
H 0.691 -2.818 0.914 0.087
H -0.097 -2.578 -0.601 0.063
H -0.367 2.299 1.423 0.095
H 0.414 2.546 -0.175 0.101
H 1.146 1.751 0.995 0.063
H -1.964 -0.500 -0.630 0.113
H -1.113 0.358 -1.939 0.080
H -2.082 1.410 -1.018 0.121
```

***

<ii>
Molecular formula: C5H10FN
Method: DFT, ωB97M-V with the def2-TZVPD basis set

Computed properties:
Gap between HOMO and LUMO   0.377 Eh
2S+1   1

```
17
Properties=species:S:1:pos:R:3:lowdin_charge:R:1
C 0.165 0.588 1.174 -0.319
C -0.437 -0.540 0.359 -0.351
C -1.381 0.111 -0.701 -0.147
C -0.303 -0.123 -1.810 -0.207
C 0.532 -0.940 -0.896 -0.160
H 2.159 1.555 1.862 0.176
H 1.284 0.181 3.158 0.206
H -0.688 0.753 1.743 0.079
H 0.203 1.396 0.231 0.162
H -1.807 1.093 -0.331 0.122
H -2.278 -0.404 -0.990 0.097
H 0.201 0.959 -1.831 0.134
H -0.538 -0.592 -2.814 0.123
H 1.683 -0.573 -0.948 0.142
H 0.588 -2.062 -1.075 0.120
N 1.524 0.385 1.776 -0.093
F -0.907 -1.786 1.094 -0.085
```

***

The relative energies come out as <i> 0.0000; <ii> 0.0317, with values in hartree.

***

<i>
Molecular formula: C5H10FN
Method: DFT, ωB97M-V with the def2-TZVPD basis set

Computed properties:
Gap between HOMO and LUMO   0.368 Eh
2S+1   1
SMILES   C=C(F)CCNC

```
17
Properties=species:S:1:pos:R:3:lowdin_charge:R:1
C -0.188 -1.230 -2.365 -0.157
C -0.082 0.521 -0.682 -0.236
C 0.578 0.944 0.623 -0.146
C 0.188 0.144 1.808 -0.368
C -0.367 0.666 2.885 0.072
H 0.035 -0.589 -3.222 0.074
H -1.289 -1.247 -2.323 0.076
H 0.172 -2.214 -2.652 0.075
H 0.363 -1.429 -0.468 0.075
H 0.097 1.250 -1.506 0.125
H -1.176 0.430 -0.573 0.118
H 0.337 1.999 0.856 0.124
H 1.649 0.766 0.512 0.126
H -0.586 1.749 2.889 0.076
H -0.756 0.153 3.749 0.061
N 0.483 -0.741 -1.183 -0.130
F 0.540 -1.170 1.654 0.036
```

***

<ii>
Molecular formula: C5H10FN
Method: DFT, ωB97M-V with the def2-TZVPD basis set

Computed properties:
Gap between HOMO and LUMO   0.352 Eh
2S+1   1

```
17
Properties=species:S:1:pos:R:3:lowdin_charge:R:1
C -1.287 -1.137 -0.149 -0.089
C -0.383 0.039 0.175 -0.614
C 0.803 -0.124 1.185 -0.031
C 1.700 0.416 0.100 -0.496
C 0.727 0.227 -0.905 -0.129
H -0.654 -2.004 -0.141 0.074
H -1.983 -0.923 -0.868 0.027
H -2.112 -1.227 0.628 0.103
H -0.809 2.383 -0.501 0.211
H -2.458 0.690 -0.139 0.194
H 0.854 -1.305 0.896 0.154
H 0.809 0.150 2.340 0.155
H 1.882 1.530 0.157 0.170
H 0.814 -0.808 -1.423 0.156
H 0.496 0.979 -1.627 0.093
N -1.261 1.285 0.326 -0.033
F 2.862 -0.170 -0.055 0.055
```

***

<iii>
Molecular formula: C5H10FN
Method: DFT, ωB97M-V with the def2-TZVPD basis set

Computed properties:
Gap between HOMO and LUMO   0.371 Eh
2S+1   1
SMILES   C[C@@]1(CF)CCN1

```
17
Properties=species:S:1:pos:R:3:lowdin_charge:R:1
C -0.221 1.749 -0.075 -0.030
C 0.196 0.269 0.056 -0.478
C 1.676 0.139 -0.014 -0.185
C -0.567 -0.744 0.997 -0.094
C -1.327 -1.204 -0.238 -0.207
H 0.193 2.085 -1.030 0.077
H -1.348 1.822 -0.105 0.102
H 0.199 2.318 0.760 0.078
H 2.244 0.633 0.787 0.132
H 1.986 0.664 -0.946 0.134
H 0.133 -1.503 1.368 0.103
H -1.250 -0.337 1.783 0.114
H -2.308 -0.771 -0.279 0.087
H -1.570 -2.268 -0.410 0.111
H 0.324 -1.163 -1.416 0.074
N -0.385 -0.495 -1.167 0.024
F 2.025 -1.195 -0.073 -0.042
```

***

<iv>
Molecular formula: C5H10FN
Method: DFT, ωB97M-V with the def2-TZVPD basis set

Computed properties:
Gap between HOMO and LUMO   0.355 Eh
2S+1   1
SMILES   C[C@@H]1[C@H](F)CN1C

```
17
Properties=species:S:1:pos:R:3:lowdin_charge:R:1
C -1.120 -0.295 -1.356 -0.053
C -0.024 -0.781 -0.422 -0.314
C -0.329 -0.602 1.067 -0.315
C 0.634 0.557 1.076 -0.099
C 1.523 1.083 -1.172 -0.123
H -0.888 -0.424 -2.409 0.076
H -1.983 -0.874 -1.103 0.069
H -1.263 0.822 -1.147 0.102
H 0.229 -1.824 -0.753 0.144
H 0.024 -1.467 1.675 0.159
H 0.057 1.494 1.026 0.127
H 1.383 0.574 1.868 0.113
H 2.335 1.631 -0.716 0.083
H 0.666 1.764 -1.441 0.085
H 1.807 0.623 -2.133 0.092
N 1.154 0.084 -0.245 -0.168
F -1.617 -0.298 1.299 0.022
```

***

The relative energies come out as <i> 0.0000; <ii> 0.1884; <iii> 0.0074; <iv> 0.0110, with values in hartree.

***

<i>
Molecular formula: C2H4O2S
Method: DFT, ωB97M-V with the def2-TZVPD basis set

Computed properties:
Gap between HOMO and LUMO (alpha / beta)   0.248 / 0.343 Eh
2S+1   3

```
9
Properties=species:S:1:pos:R:3:mulliken_spin:R:1
C 1.670 -0.362 0.682 0.848
C -0.765 0.323 -0.148 0.759
O 0.494 0.175 0.330 0.164
O -1.135 1.463 -0.750 0.103
S -2.030 -0.897 0.041 0.009
H 1.716 -1.406 0.925 0.021
H 2.466 0.274 0.324 0.017
H -0.527 2.245 -0.472 0.004
H -1.888 -1.816 -0.933 0.076
```

***

<ii>
Molecular formula: C2H4O2S
Method: DFT, ωB97M-V with the def2-TZVPD basis set

Computed properties:
Gap between HOMO and LUMO (alpha / beta)   0.332 / 0.346 Eh
2S+1   3

```
9
Properties=species:S:1:pos:R:3:mulliken_spin:R:1
C 0.304 0.667 0.774 0.028
C 0.817 -0.048 -0.535 0.020
O -2.065 -0.698 -0.853 0.557
O -0.677 1.331 0.873 0.008
S -2.050 -0.470 0.594 1.378
H 0.959 0.226 1.670 0.014
H 1.948 -0.053 -0.615 0.000
H 0.284 0.176 -1.442 -0.001
H 0.480 -1.131 -0.465 -0.005
```

***

The relative energies come out as <i> 0.0801; <ii> 0.0000, with values in hartree.

***

<i>
Molecular formula: CH2N2S2
Method: DFT, ωB97M-V with the def2-TZVPD basis set

Computed properties:
Gap between HOMO and LUMO   0.338 Eh
2S+1   1
SMILES   N#CSSN

```
7
Properties=species:S:1:pos:R:3:lowdin_charge:R:1
C -0.793 0.746 1.273 -0.825
N -1.071 1.798 0.898 0.083
N 0.716 -0.316 -1.023 -0.417
S -0.387 -0.834 1.724 0.555
S -0.481 -1.327 -0.443 0.531
H 1.647 -0.664 -1.413 0.094
H 0.368 0.598 -1.015 -0.021
```

***

<ii>
Molecular formula: CH2N2S2
Method: DFT, ωB97M-V with the def2-TZVPD basis set

Computed properties:
Gap between HOMO and LUMO (alpha / beta)   0.281 / 0.269 Eh
2S+1   1

```
7
Properties=species:S:1:pos:R:3:lowdin_charge:R:1
C -1.937 -0.906 0.252 -0.551
N -2.058 -2.006 -0.130 0.147
N -1.818 0.385 0.228 -0.407
S -2.840 1.545 0.677 0.843
S 1.055 -1.487 0.564 0.387
H -2.212 2.490 -0.055 -0.103
H 1.516 -2.691 0.811 -0.317
```

***

<iii>
Molecular formula: CH2N2S2
Method: DFT, ωB97M-V with the def2-TZVPD basis set

Computed properties:
Gap between HOMO and LUMO   0.267 Eh
2S+1   1

```
7
Properties=species:S:1:pos:R:3:lowdin_charge:R:1
C 1.407 1.090 1.124 -0.545
N 1.935 2.094 1.318 0.157
N 0.802 -0.002 0.770 -0.636
S 1.321 -1.511 1.138 0.770
S -1.376 0.260 1.274 0.580
H 0.778 -2.084 0.040 -0.107
H -1.208 1.492 1.739 -0.218
```

***

The relative energies come out as <i> 0.0000; <ii> 0.1065; <iii> 0.0807, with values in hartree.